Entry 1:
15
Properties=species:S:1:pos:R:3:forces:R:3 method="wB97M-V/def2-TZVPD" lumo_ev=0.9709 total_charge=0 relative_energy_kj_mol=183.2 smiles=CSC.CO
S 1.435 -2.413 -1.636 -1.13 -2.02 0.20
O -1.866 6.306 3.735 0.58 -1.43 -1.98
C -0.153 -3.244 -2.365 2.01 0.36 0.26
C -2.455 5.560 2.507 0.40 2.45 1.55
C 1.911 -4.079 -0.949 -0.30 1.93 3.32
H -0.793 -2.397 -2.734 0.31 -1.32 0.44
H -1.758 4.864 2.022 -0.17 0.53 0.13
H 2.950 -4.107 -0.643 0.30 0.40 0.01
H -0.535 -3.956 -1.549 0.14 1.38 -1.47
H 0.395 -3.798 -3.187 -1.53 0.40 0.70
H -3.255 5.075 2.990 -0.97 -1.20 0.07
H 1.820 -4.836 -1.656 -0.66 -1.27 -1.24
H -1.039 5.836 4.005 -1.10 0.54 -0.50
H -2.953 6.327 1.827 1.27 -0.89 0.73
H 1.319 -4.267 0.054 0.86 0.14 -2.22

Entry 2:
113
Properties=species:S:1:pos:R:3:forces:R:3 method="wB97M-V/def2-TZVPD" lumo_ev=-0.5510 total_charge=0 relative_energy_kj_mol=266.1
Rb -1.029 -0.571 0.549 0.56 -0.34 0.57
S 3.326 1.152 3.166 -0.01 0.00 0.06
S 1.750 -2.512 -1.964 -0.13 0.12 -0.01
F -4.230 -0.007 7.311 0.15 0.08 -0.24
F -1.298 0.817 2.821 -0.19 -0.06 0.24
F -2.027 2.914 4.311 -0.12 -0.16 0.11
F -3.552 -2.092 5.870 0.03 0.13 -0.01
O -2.598 -0.750 -1.511 -0.05 -0.26 -0.54
O 2.254 -1.289 -2.643 0.04 0.00 -0.02
O -4.634 0.191 -1.577 -0.58 0.03 -0.24
N -3.309 1.617 0.654 -0.17 -0.02 -0.06
N 2.769 0.876 0.702 0.03 0.06 -0.05
N -3.707 4.283 -3.886 -0.18 -0.05 -0.33
N -1.060 -3.590 1.542 0.17 0.07 0.03
N 1.282 -0.612 3.513 0.17 -0.09 0.18
N 0.295 2.682 0.987 -0.13 0.07 0.02
N 0.400 1.695 -1.416 -0.32 -0.31 -0.23
N 1.887 0.074 1.360 -0.07 -0.34 -0.09
N -5.576 2.899 -3.617 0.14 0.30 -0.40
N -2.070 -1.677 3.321 0.31 0.17 -0.13
N -4.028 2.455 -5.270 -0.12 0.23 0.19
C 1.460 -6.063 -3.873 -0.02 -0.04 -0.01
C -2.852 4.000 -1.601 0.04 0.01 0.03
C 4.883 -2.331 0.553 -0.05 0.05 -0.06
C 1.688 4.555 0.489 -0.07 -0.15 0.00
C -2.314 -3.843 2.237 0.05 0.03 0.05
C 0.918 4.203 2.719 0.09 0.10 -0.13
C 1.221 -5.003 -3.009 0.05 -0.03 -0.08
C 2.885 -4.165 -0.044 0.04 0.00 0.02
C 2.980 -2.967 -0.736 0.02 0.05 -0.09
C -3.396 2.585 -1.671 -0.09 -0.08 0.35
C -3.519 0.222 6.178 -0.09 -0.01 0.15
C 3.042 -3.779 -4.025 -0.07 -0.08 0.03
C 5.942 1.756 0.722 0.02 0.01 0.02
C 3.562 1.514 1.482 0.24 0.21 -0.10
C 3.804 -4.441 0.952 -0.01 -0.04 -0.01
C -2.434 -0.757 4.190 -0.07 0.11 0.11
C -3.684 4.873 -2.536 -0.02 -0.02 -0.01
C 4.616 2.458 0.999 0.00 0.04 -0.01
C -3.415 0.171 -1.325 0.16 0.31 0.06
C 0.350 1.129 -2.610 0.12 0.00 -0.24
C -2.423 1.667 4.700 -0.03 0.12 0.11
C 4.803 -3.524 1.250 0.01 -0.01 0.02
C 0.944 1.684 -3.737 0.02 0.06 0.04
C 1.643 4.959 1.814 -0.05 -0.03 0.09
C -0.992 -4.313 0.298 -0.06 -0.10 -0.11
C 1.022 2.856 -1.275 0.30 0.12 0.13
C -2.471 -3.043 3.531 -0.07 -0.22 -0.11
C 0.100 -3.870 2.363 0.04 -0.03 -0.04
C -3.176 1.527 5.859 0.07 -0.16 -0.16
C -2.866 1.510 -0.731 -0.04 0.15 -0.04
C -4.426 3.212 -4.232 -0.16 -0.19 0.10
C -2.058 0.600 3.930 -0.10 -0.13 0.12
C 1.009 3.395 0.118 0.03 0.21 -0.03
C 2.029 -3.883 -3.084 0.10 0.05 -0.01
C 1.618 2.886 -3.591 -0.03 -0.09 -0.03
C 2.483 -5.982 -4.805 -0.03 -0.02 0.02
C -3.172 -0.866 5.410 -0.05 -0.08 0.08
C 1.660 3.487 -2.343 -0.09 -0.03 0.07
C 0.256 3.076 2.250 0.00 0.14 0.30
C 2.047 0.105 2.647 -0.32 -0.08 0.14
C 3.966 -2.041 -0.450 -0.04 -0.07 0.11
C 3.267 -4.839 -4.888 0.04 0.05 0.00
H 0.394 -0.956 3.165 -0.16 -0.06 0.06
H 0.410 -5.046 -2.299 -0.11 -0.01 0.10
H -3.523 -3.148 3.821 0.03 0.00 0.00
H 3.981 -1.106 -0.988 0.01 0.11 -0.06
H -0.347 2.468 2.914 0.29 0.31 -0.14
H 0.850 4.475 3.762 0.00 0.02 0.06
H -1.776 1.525 -0.749 -0.05 0.05 -0.06
H -2.418 -4.920 2.469 -0.03 0.02 0.00
H 6.689 2.464 0.366 0.05 0.04 -0.02
H 1.012 -3.595 1.826 -0.07 0.00 0.04
H 3.626 -2.872 -4.074 0.06 0.09 0.01
H -4.481 2.592 -1.508 0.30 -0.04 0.10
H -5.789 3.362 -2.747 0.02 -0.04 -0.21
H -2.846 4.402 -4.400 -0.05 0.01 -0.06
H -1.882 -4.111 -0.300 -0.01 0.01 -0.03
H 2.192 4.417 -2.214 0.00 0.08 0.05
H -3.079 2.511 -5.594 0.03 0.01 0.03
H 2.103 -4.875 -0.271 -0.06 -0.07 -0.03
H -1.800 4.033 -1.906 0.02 -0.04 0.02
H 3.737 -5.370 1.499 0.00 -0.05 0.04
H 0.839 -6.946 -3.824 -0.02 -0.03 0.00
H 0.056 -3.284 3.278 0.01 0.01 0.05
H 6.329 1.283 1.624 0.02 -0.04 0.05
H 0.173 -4.939 2.635 -0.01 0.01 0.00
H 4.233 2.919 0.085 0.01 -0.02 0.01
H -0.910 -5.407 0.441 -0.02 0.00 0.00
H -5.866 1.931 -3.632 0.05 -0.11 0.07
H 0.906 1.162 -4.681 0.02 -0.02 -0.06
H 1.260 -0.316 4.475 -0.05 0.00 -0.07
H 2.250 5.134 -0.227 0.05 0.01 -0.10
H 4.755 3.258 1.731 -0.01 -0.01 -0.02
H 2.664 -6.808 -5.478 0.01 -0.05 -0.04
H 5.513 -3.741 2.034 0.06 -0.01 0.06
H 2.165 5.853 2.128 0.01 0.01 0.01
H -4.298 1.388 0.709 0.05 0.06 0.03
H 5.811 0.987 -0.037 -0.01 -0.06 -0.05
H 4.056 -4.776 -5.624 0.02 0.00 -0.02
H 2.122 3.346 -4.432 -0.01 -0.01 0.00
H -0.124 -3.978 -0.272 0.03 -0.01 -0.01
H -3.233 2.196 -2.679 0.10 -0.05 0.09
H -0.180 0.188 -2.669 -0.07 -0.08 -0.03
H -3.153 2.536 1.054 0.06 -0.10 0.02
H -4.713 4.955 -2.181 0.03 0.06 0.02
H -1.898 -3.536 4.331 0.02 0.02 -0.01
H -3.466 2.363 6.466 -0.04 0.13 0.09
H 5.655 -1.616 0.794 0.09 0.09 0.03
H -4.515 1.598 -5.474 -0.04 0.02 0.02
H -2.900 4.410 -0.592 -0.05 0.03 0.06
H -3.311 5.892 -2.648 0.02 -0.08 0.04
H -3.120 -3.578 1.549 -0.01 0.04 -0.01

Entry 3:
17
Properties=species:S:1:pos:R:3:forces:R:3 method="wB97M-V/def2-TZVPD" lumo_ev=0.6660 total_charge=0 relative_energy_kj_mol=390.3 smiles="O=C1[C@@H]2N[C@H]3C[C@@H]2N[C@@H]13"
O 2.544 -0.024 -0.015 -5.43 1.73 0.97
N 0.008 -1.533 -0.136 1.07 1.01 0.63
N -0.469 1.655 -0.079 -0.79 -1.61 1.12
C -1.968 -0.180 -0.058 0.48 -0.55 0.89
C 0.324 -0.590 0.952 -1.81 1.71 1.19
C -0.728 -0.578 -0.957 -0.29 0.65 2.68
C 1.267 0.164 0.121 6.58 -2.93 -0.30
C 0.324 0.658 -0.858 -0.13 0.83 -2.36
C -0.999 0.572 0.950 1.40 -1.44 -4.90
H -0.003 2.452 0.344 0.51 -0.38 -0.11
H 1.017 0.821 -1.743 -1.84 0.87 0.35
H 0.598 -0.900 1.953 0.05 -0.58 -0.17
H -2.342 -1.157 0.507 0.38 1.93 -1.55
H -1.149 -0.966 -1.806 0.13 -0.75 -2.81
H -2.806 0.329 -0.719 1.74 -0.57 2.04
H -1.248 0.757 1.922 -0.91 1.40 2.24
H -0.509 -2.268 0.256 -1.15 -1.31 0.09

Entry 4:
6
Properties=species:S:1:pos:R:3:forces:R:3 method="wB97M-V/def2-TZVPD" lumo_ev="6.1981 / 6.1988" total_charge=-2 relative_energy_kj_mol=386.5
P 4.823 2.676 4.977 1.75 0.29 2.04
O -5.476 -3.067 -4.116 3.45 -0.28 -0.16
O -3.492 -1.603 -5.217 -1.70 -3.32 2.17
N -4.277 -3.163 -4.171 -1.80 3.58 -2.06
H 3.486 2.767 4.860 -2.01 0.16 -0.04
H 4.936 2.391 3.667 0.30 -0.44 -1.95

Entry 5:
106
Properties=species:S:1:pos:R:3:forces:R:3 method="wB97M-V/def2-TZVPD" lumo_ev=-0.1608 total_charge=0 relative_energy_kj_mol=81.6 smiles="COC[C@H](C)N.COC[C@H](C)N.NC(N)=O.NC(N)=O.NC(N)=O.NC(N)=O.NC(N)=O.NC(N)=O.NC(N)=O.NC(N)=O.NC(N)=O"
O 13.696 13.243 8.299 -0.34 0.17 0.67
O 9.641 15.584 14.550 0.67 0.36 -0.25
O 15.735 13.571 11.315 0.42 0.46 0.13
O 16.616 15.196 17.156 -0.07 -0.54 -0.20
O 13.760 16.889 11.643 0.39 -0.19 -0.28
O 11.151 20.902 15.347 -0.03 0.19 -0.59
O 14.202 22.696 9.260 0.36 -0.77 0.83
O 16.514 18.185 15.584 -0.19 0.73 -0.14
O 13.855 18.772 6.884 0.21 -0.16 0.29
O 10.727 17.741 8.838 -0.52 0.23 0.86
O 14.134 11.308 15.551 0.33 0.17 -0.74
N 15.689 20.998 12.206 0.33 0.33 0.23
N 15.360 19.782 16.770 -0.23 1.06 0.28
N 17.884 13.083 10.745 1.26 -0.09 0.71
N 11.602 15.316 13.420 0.82 0.12 -0.14
N 17.818 15.704 15.298 0.04 -1.02 -0.57
N 9.292 19.112 9.976 -0.08 -0.28 -0.03
N 14.660 21.730 14.817 -0.44 -1.11 -0.09
N 15.372 11.402 13.628 1.43 -0.40 -0.98
N 13.078 14.491 10.132 0.92 -0.47 0.52
N 18.146 13.703 16.399 -0.55 0.45 -0.29
N 11.580 16.099 15.570 0.31 0.43 0.53
N 15.556 16.093 12.865 -0.01 0.39 -0.03
N 16.218 12.784 9.240 -0.15 0.11 0.17
N 11.589 14.085 8.488 0.97 -0.28 0.56
N 14.434 17.952 13.522 0.20 -0.71 -0.45
N 13.866 13.022 14.092 0.49 -0.08 0.06
N 15.445 17.300 7.615 0.03 0.22 0.13
N 10.955 18.037 11.083 0.14 -0.19 0.27
N 13.608 17.680 8.881 0.17 0.05 -0.17
N 15.889 17.791 17.721 0.38 1.15 0.00
C 12.849 13.873 8.954 -0.17 0.26 -1.08
C 13.988 20.050 10.665 0.51 0.99 1.58
C 13.305 23.796 9.364 1.06 -0.42 -0.32
C 12.740 22.882 13.881 -1.03 -0.24 -0.11
C 10.865 15.691 14.497 -1.71 -0.64 0.13
C 14.996 22.439 10.414 0.03 1.45 0.09
C 14.567 16.986 12.573 -0.31 -0.69 0.78
C 13.187 21.948 14.992 2.93 0.94 -0.28
C 15.193 20.982 10.810 0.32 -0.48 -0.06
C 12.499 20.590 15.021 -0.73 1.19 0.51
C 14.456 11.872 14.505 -0.92 -0.40 1.55
C 17.431 14.859 16.300 0.54 1.18 0.97
C 14.266 18.001 7.740 -0.44 -0.11 -0.56
C 10.248 19.833 15.311 0.58 -0.75 0.96
C 10.336 18.246 9.896 0.39 -0.05 -1.11
C 16.009 18.625 16.643 -0.77 -2.34 -0.19
C 16.564 13.166 10.482 -0.82 -0.24 -0.78
H 10.490 18.311 11.929 0.25 -0.14 0.20
H 15.614 18.235 18.575 -0.09 -0.39 0.33
H 8.725 19.256 9.161 0.02 0.16 0.07
H 18.523 12.574 10.162 -0.12 0.09 -0.25
H 13.189 22.508 15.930 -0.92 -0.41 0.26
H 14.370 19.074 10.965 -0.42 -0.22 -0.96
H 12.727 23.783 10.292 -0.36 -0.30 -0.18
H 15.156 17.964 14.240 -0.22 0.96 0.18
H 12.647 17.958 9.023 0.16 -0.13 -0.37
H 13.950 14.328 10.617 0.04 -0.02 -0.15
H 13.273 20.273 11.469 -0.11 0.36 0.00
H 13.137 13.383 14.679 -0.08 0.23 -0.32
H 15.959 20.095 12.590 -0.35 -0.36 -0.54
H 9.358 20.097 15.880 -0.23 0.37 -0.61
H 15.857 15.329 12.282 -0.52 -0.21 -0.35
H 14.162 13.387 13.203 -0.53 0.40 0.00
H 11.035 16.473 16.326 0.15 -0.14 0.11
H 12.754 23.672 8.435 -0.60 0.52 0.32
H 10.068 19.475 14.294 -0.31 0.07 0.00
H 11.312 13.645 7.631 -0.32 0.22 0.07
H 15.956 16.133 13.785 0.28 0.00 0.08
H 12.534 15.697 13.382 0.00 -0.08 -0.42
H 15.734 16.733 8.387 0.33 -0.22 -0.22
H 18.591 15.385 14.742 0.08 0.44 -0.13
H 13.230 23.857 13.878 0.05 -0.01 0.56
H 12.999 22.482 12.898 -0.33 -0.36 0.01
H 13.792 18.682 13.269 0.15 0.22 0.44
H 12.442 15.127 10.568 -0.12 0.13 -0.18
H 11.028 14.589 9.142 -0.98 0.05 -0.66
H 12.857 19.891 15.781 0.43 0.07 -0.02
H 12.582 16.176 15.589 -0.02 0.06 -0.01
H 14.635 23.045 11.254 -0.61 -0.47 0.26
H 16.587 21.478 12.193 -0.12 0.28 0.12
H 11.662 23.021 14.000 -0.01 0.21 -0.47
H 15.982 22.908 10.297 0.26 -0.21 -0.44
H 17.995 13.166 17.234 0.07 -0.35 -0.26
H 13.858 24.741 9.367 -0.01 0.09 -0.18
H 11.841 17.555 11.105 0.03 0.06 0.26
H 16.018 17.422 6.802 0.02 0.07 0.07
H 15.078 20.031 17.700 -0.20 0.00 0.05
H 16.047 20.584 10.254 -0.43 -0.09 -0.77
H 16.242 16.840 17.698 0.19 -0.06 -0.16
H 14.967 20.388 16.024 1.16 0.02 -0.15
H 15.155 22.613 14.794 -0.11 0.09 0.18
H 15.871 12.056 13.042 -0.38 0.11 -0.19
H 18.756 13.452 15.647 0.17 -0.49 0.30
H 11.129 15.180 12.544 -0.18 -0.01 0.10
H 12.676 20.157 14.029 -0.59 -0.17 -0.15
H 17.534 16.679 15.293 -0.19 0.07 0.30
H 14.060 17.086 9.548 -0.33 -0.11 0.23
H 18.282 13.430 11.598 -0.38 -0.07 0.16
H 16.890 12.324 8.657 0.02 0.17 -0.18
H 14.857 21.312 13.892 -0.20 0.45 0.32
H 13.448 20.180 9.733 0.41 -0.51 -0.19
H 9.170 19.628 10.824 -0.38 0.22 -0.15
H 15.913 10.580 13.827 -0.33 -0.05 0.52
H 10.644 19.000 15.911 0.17 -0.19 -0.32
H 15.287 13.033 8.859 -0.10 -0.41 0.16

Entry 6:
55
Properties=species:S:1:pos:R:3:forces:R:3 method="wB97M-V/def2-TZVPD" lumo_ev="-9.3602 / -8.7212" total_charge=+2 relative_energy_kj_mol=0.0
Pb -0.956 -0.941 -2.119 -0.01 0.15 -0.17
Te 0.618 0.425 1.759 0.01 0.08 0.21
Si -1.023 -2.223 2.984 -0.01 0.03 0.02
Si 1.621 2.820 3.917 0.00 -0.01 -0.01
O -0.550 -2.584 -3.349 -0.04 -0.03 -0.16
O -3.583 -1.109 -5.524 -0.28 0.00 0.04
O -2.738 -0.410 -3.552 -0.06 -0.27 0.03
O -1.535 -3.547 -5.109 -0.05 0.03 -0.10
O 0.116 0.177 -3.993 -0.02 -0.01 0.00
C -1.179 -2.855 1.225 0.00 -0.03 0.01
C -0.699 0.845 -4.998 0.04 0.06 -0.15
C 1.826 0.959 3.371 0.00 -0.06 -0.02
C 0.349 1.351 -5.991 -0.02 0.02 0.06
C -1.033 -0.292 2.821 0.02 0.00 0.03
C 2.846 3.029 5.293 -0.01 -0.01 -0.01
C 0.604 -2.720 3.741 -0.01 0.01 -0.02
C -0.151 3.012 4.459 0.01 -0.01 -0.02
C 1.414 0.230 -5.927 0.00 -0.01 -0.03
C -0.389 -1.498 -5.525 0.02 0.05 -0.07
C -2.490 -2.650 4.032 0.00 0.00 -0.04
C -0.883 -2.662 -4.646 0.07 -0.02 0.26
C -1.433 -0.343 -5.649 -0.19 -0.11 0.25
C 2.012 3.848 2.413 -0.01 -0.01 0.02
C -2.718 -0.649 -4.768 0.40 0.19 -0.15
C 0.802 -0.740 -4.927 0.01 -0.05 0.05
H -0.856 2.907 3.629 0.00 0.00 0.01
H 0.746 2.303 -5.646 0.01 0.00 -0.01
H 1.464 -2.436 3.127 0.00 0.00 0.00
H 2.000 4.910 2.667 0.00 0.00 0.01
H 2.859 0.774 3.070 0.00 0.02 -0.01
H -0.265 -2.681 0.647 0.00 0.02 0.00
H 1.560 0.289 4.191 0.01 -0.01 -0.01
H 2.364 0.609 -5.558 0.01 -0.01 0.00
H 1.594 -0.253 -6.885 -0.01 0.01 0.00
H 2.782 4.040 5.700 -0.01 0.00 -0.01
H -3.427 -2.346 3.562 0.00 0.01 0.01
H 3.869 2.878 4.944 0.00 0.00 0.00
H -0.072 1.502 -6.982 0.00 -0.01 0.00
H -0.419 2.290 5.234 0.00 0.01 0.01
H -2.432 -2.174 5.012 0.00 -0.01 0.00
H -2.033 -2.394 0.719 0.00 0.00 0.01
H 0.737 -2.286 4.734 -0.01 0.00 0.00
H 2.657 2.332 6.111 0.00 0.01 0.00
H -1.757 -0.143 -6.665 0.08 -0.04 -0.04
H -1.352 -3.933 1.216 0.01 0.00 0.00
H -1.930 0.028 2.288 0.00 -0.01 -0.01
H -0.310 4.006 4.882 0.01 0.01 -0.01
H -1.012 0.192 3.799 0.02 0.00 0.00
H -2.537 -3.730 4.193 0.01 0.00 0.00
H 1.280 3.707 1.612 0.01 0.00 0.00
H -1.325 1.601 -4.535 -0.01 -0.02 0.02
H 1.496 -1.365 -4.374 0.00 0.01 0.01
H -0.177 -1.918 -6.507 0.01 0.02 0.00
H 3.005 3.622 2.018 0.00 0.00 0.00
H 0.646 -3.805 3.857 -0.01 0.00 0.00